Here is an isolated molecule of C19H30N4O2 from the OMol25 dataset. Energies are from wB97M-V/def2-TZVPD.

CARTESIAN COORDINATES (ANGSTROEM)
C: -3.15 -0.90 1.21
N: -2.74 -0.97 -0.18
C: -3.69 -1.59 -1.09
C: -4.87 -0.71 -1.31
C: -6.18 -0.85 -0.81
N: -6.94 0.16 -1.19
N: -6.16 0.96 -1.91
C: -6.69 2.16 -2.49
C: -4.91 0.48 -2.01
C: -1.57 -0.51 -0.67
O: -1.29 -0.58 -1.86
C: -0.61 0.14 0.32
C: -0.86 1.65 0.37
C: 0.07 2.27 1.39
C: 1.52 1.78 1.34
O: 2.37 2.39 1.97
N: 1.79 0.66 0.65
C: 3.16 0.16 0.66
C: 3.78 0.27 -0.74
C: 5.12 -0.46 -0.90
C: 6.04 -0.41 0.32
C: 5.78 -1.55 1.30
C: 4.49 -1.43 2.11
C: 3.24 -1.25 1.26
C: 0.82 -0.05 -0.17
H: -2.94 0.08 1.64
H: -2.65 -1.66 1.81
H: -4.22 -1.06 1.25
H: -4.00 -2.55 -0.68
H: -3.16 -1.75 -2.03
H: -6.59 -1.64 -0.22
H: -7.73 2.24 -2.19
H: -6.63 2.13 -3.58
H: -6.14 3.04 -2.13
H: -4.14 0.99 -2.56
H: -0.71 -0.29 1.32
H: -0.67 2.06 -0.62
H: -1.90 1.87 0.63
H: 0.10 3.35 1.30
H: -0.28 2.04 2.41
H: 3.68 0.84 1.33
H: 3.09 -0.12 -1.48
H: 3.92 1.33 -0.95
H: 5.63 -0.02 -1.76
H: 4.93 -1.51 -1.15
H: 7.07 -0.50 -0.03
H: 5.94 0.55 0.83
H: 6.62 -1.61 2.01
H: 5.77 -2.49 0.75
H: 4.58 -0.58 2.80
H: 4.39 -2.33 2.72
H: 3.20 -2.02 0.48
H: 2.37 -1.39 1.91
H: 1.08 -1.11 -0.17
H: 0.87 0.30 -1.21

Values from the calculation:
strongest force on any atom = 0.898 eV Å⁻¹
energy = -30246.182 eV
molar mass = 346.47 Da
SMILES = CN(Cc1cnn(C)c1)C(=O)[C@@H]1CCC(=O)N(C2CCCCCC2)C1

Results of the Mulliken charge analysis, in e, for atoms 1 through 5: C -0.915; N 0.236; C -1.350; C 0.793; C -0.645